(1)
One molecule with the formula CH3NOS2. Source: the Open Molecules 2025 dataset; level of theory: the ωB97M-V functional and the def2-TZVPD basis.

Bonds (Å) are listed after each position.
CARTESIAN COORDINATES (ANGSTROEM)
1 S -0.09027 0.14089 1.06857  C2 1.761, N5 1.863
2 C -0.06501 -1.52295 0.49374  S1 1.761, H6 1.115, H7 1.203, H8 1.091
3 O 0.25580 3.20103 -1.73040  S4 1.451
4 S 0.15290 2.78163 -0.34558  O3 1.451, N5 1.542
5 N 0.14175 1.24155 -0.41619  S1 1.863, S4 1.542
6 H 0.78231 -1.84969 -0.15262  C2 1.115
7 H -0.87969 -1.89558 -0.30925  C2 1.203
8 H -0.29779 -2.09686 1.39173  C2 1.091

Properties
energy	-966.1859	a.u.
spin multiplicity	1
net charge	0
E_LUMO (alpha / beta)	-0.74 / -0.74	eV

Results of the Löwdin charge analysis, in e, for atoms 1 through 5: atom 1 (S): 0.72, atom 2 (C): -0.51, atom 3 (O): -0.53, atom 4 (S): 0.79, atom 5 (N): -0.63

=====

(2)
A 2-piece molecular cluster, CH7OS overall. Source: the Open Molecules 2025 dataset; level of theory: the ωB97M-V functional and the def2-TZVPD basis.

Bonds (Å) are listed after each position.
CARTESIAN COORDINATES (ANGSTROEM)
1 H -0.30873 -2.59406 -0.64795  C9 1.082
2 S -0.84453 -0.23637 -0.47159  H5 1.343, C9 1.845, H10 1.366
3 O 0.46162 2.49596 0.41960  H4 0.970, H7 0.961
4 H 1.21396 2.45367 1.02969  O3 0.970
5 H -1.98293 -0.89966 -0.73031  S2 1.343
6 H 1.04912 -1.46260 -0.31625  C9 1.090
7 H 0.30625 3.43315 0.27686  O3 0.961
8 H -0.10515 -2.09070 1.00795  C9 1.087
9 C 0.05039 -1.78632 -0.02340  H1 1.082, S2 1.845, H6 1.090, H8 1.087
10 H 0.16001 0.68694 -0.54460  S2 1.366

Properties
energy	-515.3410	a.u.
spin multiplicity	1
net charge	+1
E_LUMO	-6.54	eV

Results of the Löwdin charge analysis, in e, for atoms 1 through 5: atom 1 (H): 0.06, atom 2 (S): 0.99, atom 3 (O): -0.07, atom 4 (H): 0.07, atom 5 (H): 0.04